# H12O6

A cluster of 6 separate species, H12O6 in total (ωB97M-V/def2-TZVPD, OMol25).

The HOMO-LUMO gap comes out at 0.4340 Eh. Its energy above the lowest of the compared OMol25 structures with the same formula, charge and spin is 40.0 kcal/mol. The net charge is 0. Its HOMO energy is -0.4181 Ha. The LUMO energy comes out at 0.434 eV.

CARTESIAN COORDINATES (ANGSTROEM)
O (15.527, -17.688, -6.380)
H (16.250, -17.680, -7.007)
H (14.741, -17.758, -6.921)
O (17.595, -12.627, -10.440)
H (17.256, -13.068, -9.661)
H (17.300, -11.721, -10.350)
O (19.271, -17.629, -8.736)
H (19.912, -17.030, -8.353)
H (19.670, -17.912, -9.559)
O (14.538, -6.377, -12.765)
H (15.230, -6.645, -12.159)
H (14.505, -5.424, -12.684)
O (20.654, -15.185, -12.804)
H (21.523, -14.786, -12.775)
H (20.084, -14.551, -12.369)
O (17.160, -7.619, -9.129)
H (18.089, -7.447, -8.977)
H (16.705, -6.976, -8.586)

# C5H8N2O

The molecule C5H8N2O at a distorted geometry (ωB97M-V/def2-TZVPD, OMol25).

The HOMO-LUMO gap comes out at 0.3211 Eh. Its energy above the lowest of the compared OMol25 structures with the same formula, charge and spin is 36.2 kcal/mol. The net charge is 0. Its HOMO energy is -0.2895 Ha. The LUMO energy comes out at 0.862 eV.

CARTESIAN COORDINATES (ANGSTROEM)
N (1.360, 0.463, 1.843)
C (1.089, 1.107, 0.524)
C (0.211, 0.309, -0.391)
O (-0.191, 0.974, -1.552)
C (-0.926, 0.146, -2.224)
C (-1.229, -0.977, -1.533)
C (-0.522, -0.838, -0.285)
N (-0.594, -1.718, 0.793)
H (0.580, 0.819, 2.444)
H (2.232, 0.750, 2.232)
H (0.614, 2.095, 0.652)
H (1.979, 1.212, -0.087)
H (-1.374, 0.485, -3.155)
H (-1.800, -1.773, -1.971)
H (0.048, -1.418, 1.506)
H (-1.479, -1.636, 1.202)

# C4H6ClN2O2S

A cluster of 2 separate species, C4H6ClN2O2S in total at a distorted geometry (ωB97M-V/def2-TZVPD, OMol25).

The HOMO-LUMO gap (spin up / spin down) comes out at 0.1055 / 0.1716 Eh. Its energy above the lowest of the compared OMol25 structures with the same formula, charge and spin is 45.8 kcal/mol. The net charge is +1. Its HOMO energy (spin up / spin down) is -0.4063 / -0.4339 Ha. The LUMO energy (spin up / spin down) comes out at -8.185 / -7.137 eV.

CARTESIAN COORDINATES (ANGSTROEM)
C (2.989, -1.180, 0.236)
C (3.135, 0.176, 0.152)
C (0.989, -0.203, 0.639)
C (-3.625, 0.136, -1.031)
N (1.899, 0.729, 0.316)
N (1.713, -1.308, 0.686)
O (-0.204, -0.121, 0.859)
O (-3.588, 2.180, 0.571)
S (-3.383, 0.762, 0.657)
Cl (4.426, 1.121, -0.440)
H (3.738, -1.863, 0.334)
H (-2.921, 0.817, -1.692)
H (-3.445, -0.884, -1.087)
H (-4.772, 0.197, -1.274)
H (1.732, 1.651, 0.285)
H (1.317, -2.210, 0.788)

Number 1: total energy -12479.3795 eV. Number 2: total energy -10341.1577 eV. Number 3: total energy -34668.2132 eV.